1.
{
  "formula": "CH3F3Si",
  "method": "ωB97M-V/def2-TZVPD",
  "species": ["C", "F", "F", "F", "Si", "H", "H", "H"],
  "positions_angstrom": [[-0.91818, 0.04240, 0.05501], [-1.34205, -0.11032, -1.20283], [-1.54041, 1.25448, 0.50100], [-1.49552, -0.94029, 0.88842], [1.11290, 0.09439, -0.00123], [1.57390, -0.11366, 1.28660], [1.07390, -1.20195, -0.54239], [1.53545, 0.97495, -0.98459]],
  "forces_ev_per_angstrom": [[-9.2, -0.4, 1.1], [0.9, -0.1, 1.1], [2.7, -2.5, -0.8], [1.4, 1.4, -1.5], [3.7, 2.1, 0.5], [0.8, 0.3, 1.9], [-1.5, -2.0, -1.0], [1.1, 1.2, -1.1]],
  "e_homo_ev": [-4.71, -12.54],
  "multiplicity": 3,
  "charge": 0,
  "lumo_ha": [0.0311, -0.2073],
  "s_squared": 2.005,
  "e_above_lowest_kj_mol": 402.4,
  "e_tot_ev": -17107.4529
}


2.
{
  "formula": "CH3FIN",
  "method": "ωB97M-V/def2-TZVPD",
  "species": ["N", "C", "F", "I", "H", "H", "H"],
  "positions_angstrom": [[-0.04921, -0.29647, -0.31616], [0.80502, 0.57160, 0.28022], [0.63993, 1.83941, -0.18308], [2.97535, -0.10166, 0.00233], [-0.54702, 0.02558, -1.08901], [0.02400, -1.38179, -0.38452], [0.71223, 0.71306, 1.42507]],
  "forces_ev_per_angstrom": [[-0.9, -3.9, 0.1], [1.1, 0.7, 2.8], [0.0, -0.4, -0.6], [-0.5, 0.3, 0.1], [-0.7, 0.9, -1.4], [0.5, 3.1, 0.7], [0.4, -0.8, -1.7]],
  "e_homo_ev": -9.29,
  "charge": 0,
  "lumo_ha": 0.0122,
  "e_above_lowest_kj_mol": 19.8,
  "e_tot_ev": -13393.1894
}


3.
{
  "formula": "CH3FN2O2",
  "method": "ωB97M-V/def2-TZVPD",
  "species": ["C", "N", "N", "O", "O", "F", "H", "H", "H"],
  "positions_angstrom": [[-0.11193, 0.03174, 0.13295], [-1.02930, -1.09206, 0.29936], [-0.73796, -2.40570, 0.54156], [-0.01611, -2.83385, -0.38260], [-1.27413, -3.03246, 1.42450], [-2.16380, -0.42247, 1.68225], [0.23404, 0.40252, 1.10604], [0.89106, -0.16160, -0.48906], [-0.65702, 0.96134, -0.22281]],
  "forces_ev_per_angstrom": [[1.9, 0.0, -1.5], [-0.1, 2.5, 1.3], [1.1, -1.4, -1.8], [-0.5, -0.3, 1.3], [0.8, 1.1, -0.9], [-0.7, 0.3, 0.3], [-0.2, -0.7, 0.3], [-2.5, 0.1, 1.1], [0.3, -1.6, -0.1]],
  "e_homo_ev": [-10.61, -11.77],
  "multiplicity": 3,
  "charge": 0,
  "lumo_ha": [-0.0189, -0.1411],
  "s_squared": 2.024,
  "e_above_lowest_kj_mol": 204.2,
  "e_tot_ev": -10869.1549
}


4.
{
  "formula": "CH3FN2OS",
  "method": "ωB97M-V/def2-TZVPD",
  "species": ["C", "N", "N", "O", "F", "S", "H", "H", "H"],
  "positions_angstrom": [[-0.24020, -1.65645, -1.41804], [0.31608, -1.25214, -0.34390], [-0.50897, 0.23632, 0.36052], [-1.27545, -1.34135, -1.92908], [0.55708, -2.58359, -2.00524], [-0.22623, 1.56798, -0.56675], [1.02543, -1.76722, 0.20582], [-1.51706, -0.14022, 0.13128], [0.56833, 2.26915, 0.30100]],
  "forces_ev_per_angstrom": [[-0.7, -1.2, -1.1], [4.0, -2.6, 2.2], [-4.1, 2.1, -0.1], [-0.5, 0.5, -0.3], [0.2, -0.7, -0.8], [-0.7, 0.7, 1.2], [-0.8, 0.5, -0.8], [2.3, 1.2, 0.2], [0.2, -0.5, -0.6]],
  "e_homo_ev": [-7.48, -9.89],
  "multiplicity": 3,
  "charge": 0,
  "lumo_ha": [0.0175, -0.1259],
  "s_squared": 2.012,
  "e_above_lowest_kj_mol": 0.0,
  "e_tot_ev": -19660.5527
}


5.
{
  "formula": "CH3FO2S",
  "method": "ωB97M-V/def2-TZVPD",
  "species": ["C", "O", "O", "F", "S", "H", "H", "H"],
  "positions_angstrom": [[-1.62749, 0.31686, 0.69989], [1.87073, 1.03115, -0.88036], [1.11963, -1.10341, -1.74154], [-1.70569, -0.91752, 1.17015], [1.32284, -0.24948, -0.61748], [-1.12950, 1.09937, 1.22998], [-2.08076, 0.46340, -0.36575], [2.23023, -0.64038, 0.50511]],
  "forces_ev_per_angstrom": [[-0.9, 0.2, -3.4], [0.8, 2.2, -0.1], [0.2, -1.4, -0.1], [0.1, 0.1, 0.4], [-0.4, -0.2, 1.7], [0.2, 0.0, 0.6], [0.9, -0.3, 2.3], [-0.8, -0.4, -1.3]],
  "e_homo_ev": [-8.81, -9.76],
  "charge": 0,
  "lumo_ha": [-0.0747, 0.0002],
  "e_above_lowest_kj_mol": 390.7,
  "e_tot_ev": -18728.4551
}


6.
{
  "formula": "CH3FO2S",
  "method": "ωB97M-V/def2-TZVPD",
  "species": ["C", "O", "O", "F", "S", "H", "H", "H"],
  "positions_angstrom": [[-0.13578, 0.29288, -0.43690], [-1.12138, 1.12875, -1.19492], [-0.21520, -1.44717, 1.66004], [1.95130, -1.26521, 0.42529], [0.30298, -1.69759, 0.39330], [0.79962, 0.59774, -0.91592], [-1.55503, 1.69645, -0.49095], [-0.02650, 0.69414, 0.56007]],
  "forces_ev_per_angstrom": [[-1.8, 6.9, -2.8], [0.7, -0.4, 2.8], [-2.0, 1.1, 3.9], [-1.6, -0.4, 0.0], [4.7, -4.4, -2.7], [0.2, -1.5, -0.5], [0.4, -1.0, -1.3], [-0.6, -0.3, 0.6]],
  "e_homo_ev": [-6.83, -11.62],
  "multiplicity": 3,
  "charge": 0,
  "lumo_ha": [0.0093, -0.0991],
  "s_squared": 2.006,
  "e_above_lowest_kj_mol": 349.6,
  "e_tot_ev": -18727.5409
}


7.
{
  "formula": "CH3FOS",
  "method": "ωB97M-V/def2-TZVPD",
  "species": ["O", "C", "S", "F", "H", "H", "H"],
  "positions_angstrom": [[0.58260, -0.10425, 1.01998], [-0.20857, -0.21066, -0.12374], [-1.93389, -0.73650, 0.20998], [-2.70098, 0.87514, -0.13714], [0.07031, 0.65957, 1.42987], [-0.50051, 0.75831, -0.47091], [0.47255, -0.85260, -0.75609]],
  "forces_ev_per_angstrom": [[-1.7, 2.3, 1.2], [0.8, -1.5, -0.1], [-1.0, 2.0, -0.8], [1.5, -2.7, 0.6], [1.7, -1.4, 0.4], [0.4, 0.7, -1.2], [-1.7, 0.6, -0.2]],
  "e_homo_ev": -9.99,
  "charge": 0,
  "lumo_ha": -0.0250,
  "e_above_lowest_kj_mol": 151.1,
  "e_tot_ev": -16683.9212
}


8.
{
  "formula": "CH3I2N",
  "method": "ωB97M-V/def2-TZVPD",
  "species": ["C", "N", "I", "I", "H", "H", "H"],
  "positions_angstrom": [[-0.22440, 0.07040, -0.07781], [-1.56799, 0.12968, -0.59938], [-2.88055, -1.61648, 0.09368], [-2.56639, 1.88193, -0.01996], [0.14160, 0.97024, -0.60561], [-0.13141, -0.26905, 1.04369], [0.15921, -0.71906, -0.66049]],
  "forces_ev_per_angstrom": [[-0.9, -0.6, 1.0], [-2.8, -0.9, 0.4], [1.3, 1.4, -0.5], [0.2, -0.4, 0.0], [0.8, 0.1, 1.5], [0.2, 1.7, -1.9], [1.0, -1.3, -0.5]],
  "e_homo_ev": -9.10,
  "charge": 0,
  "lumo_ha": -0.0548,
  "e_above_lowest_kj_mol": 128.3,
  "e_tot_ev": -18774.5300
}


9.
{
  "formula": "CH3I2NS2",
  "method": "ωB97M-V/def2-TZVPD",
  "species": ["C", "N", "S", "S", "I", "I", "H", "H", "H"],
  "positions_angstrom": [[1.34291, -0.00177, -0.02638], [0.15356, -0.21624, -0.63341], [-1.07138, -2.24103, 0.54727], [-0.88322, 0.81424, -1.14179], [-2.99348, -0.97758, 0.20600], [-1.35578, 2.64217, 0.32860], [1.71869, -0.97259, 0.20097], [1.95216, 0.64384, -0.48729], [1.13654, 0.30895, 1.00602]],
  "forces_ev_per_angstrom": [[-0.6, -2.2, 4.9], [-4.1, -0.1, -2.7], [0.0, 1.4, -0.5], [0.5, -1.4, -0.3], [0.3, -0.6, 0.1], [0.1, 0.7, 0.6], [1.2, -0.7, -0.4], [2.4, 2.3, -1.9], [0.2, 0.8, 0.1]],
  "e_homo_ev": -8.46,
  "charge": 0,
  "lumo_ha": -0.0741,
  "e_above_lowest_kj_mol": 197.8,
  "e_tot_ev": -40444.8609
}


10.
{
  "formula": "CH3I2O2P",
  "method": "ωB97M-V/def2-TZVPD",
  "species": ["C", "O", "P", "O", "I", "I", "H", "H", "H"],
  "positions_angstrom": [[-0.14319, -0.32646, 0.14904], [0.38663, -1.47853, -0.65001], [0.26863, -1.55374, -2.22151], [0.90631, -2.95417, -2.81557], [1.33305, 0.35383, -3.40383], [-2.13914, -1.23261, -2.69846], [-0.67253, -0.72922, 1.07995], [-0.79439, 0.24088, -0.51023], [0.78855, 0.09553, 0.43475]],
  "forces_ev_per_angstrom": [[-0.2, -2.1, 0.3], [-0.7, 0.5, 0.0], [2.5, -5.9, -2.9], [-2.9, 6.1, 2.6], [-0.4, -0.5, 0.7], [0.7, -0.1, 0.1], [0.6, 0.4, -1.6], [0.1, 0.4, 0.4], [0.3, 1.2, 0.4]],
  "e_homo_ev": -9.93,
  "charge": 0,
  "lumo_ha": -0.0520,
  "e_above_lowest_kj_mol": 88.2,
  "e_tot_ev": -30671.5798
}


11.
{
  "formula": "CH3I3P",
  "method": "ωB97M-V/def2-TZVPD",
  "species": ["C", "P", "I", "I", "I", "H", "H", "H"],
  "positions_angstrom": [[1.11518, -0.28660, -0.07081], [0.25712, 1.01924, -1.00551], [-3.20907, -1.67292, 1.02502], [-2.49616, -0.01660, -0.92919], [0.03673, 2.81737, 0.54988], [2.15411, -0.10564, -0.11845], [1.09340, -1.29222, -0.53765], [1.04870, -0.46263, 1.08670]],
  "forces_ev_per_angstrom": [[-0.6, -1.6, 2.2], [-0.5, -0.5, 0.9], [0.2, 0.2, -0.1], [0.4, 0.1, -0.1], [0.2, -0.4, -0.3], [1.6, 1.0, -0.5], [-0.6, 0.6, -0.1], [-0.7, 0.7, -2.1]],
  "e_homo_ev": -13.59,
  "charge": 1,
  "lumo_ha": -0.2467,
  "e_above_lowest_kj_mol": 129.4,
  "e_tot_ev": -34668.7044
}


12.
{
  "formula": "CH3IN2O2",
  "method": "ωB97M-V/def2-TZVPD",
  "species": ["C", "N", "N", "O", "O", "I", "H", "H", "H"],
  "positions_angstrom": [[-1.28658, -0.22393, -0.15814], [1.65943, 0.97456, 0.52044], [1.26582, -0.14449, 0.07445], [1.00075, 2.00051, 0.45222], [-0.04286, -0.34456, -0.83951], [2.75863, -1.58097, 0.07205], [-2.14165, -0.55867, -0.86448], [-1.65923, 0.79058, 0.07139], [-1.55431, -0.91303, 0.67158]],
  "forces_ev_per_angstrom": [[-2.8, -0.4, -0.5], [0.2, 2.2, 0.6], [-2.3, -1.5, -1.3], [0.1, -1.3, -0.3], [1.5, 0.2, 1.4], [-0.8, 0.3, -0.2], [1.8, 0.3, 0.2], [1.1, -0.2, 0.2], [1.2, 0.4, 0.0]],
  "e_homo_ev": -9.47,
  "charge": 0,
  "lumo_ha": -0.0571,
  "e_above_lowest_kj_mol": 486.0,
  "e_tot_ev": -16255.3729
}


13.
{
  "formula": "CH3IN4",
  "method": "ωB97M-V/def2-TZVPD",
  "species": ["C", "N", "N", "N", "N", "H", "H", "I", "H"],
  "positions_angstrom": [[0.83328, -0.66341, 0.37431], [1.92480, -0.22984, -0.45546], [1.62632, 0.84890, -0.87463], [0.28454, 1.20829, -0.47281], [-0.12525, 0.33970, 0.28238], [0.44582, -1.76584, 0.18934], [1.01620, -0.94493, 1.37354], [-3.67796, 0.12928, -0.15970], [-2.32776, 1.07785, -0.25697]],
  "forces_ev_per_angstrom": [[-0.7, -3.6, -0.7], [0.8, -2.4, 1.6], [0.7, 2.3, -2.4], [-0.5, 0.9, 0.4], [-1.5, -0.1, 0.1], [0.3, 2.2, -0.8], [1.2, 0.6, 1.7], [0.6, 0.5, -0.1], [-0.8, -0.5, 0.1]],
  "e_homo_ev": -9.85,
  "charge": 0,
  "lumo_ha": -0.0265,
  "e_above_lowest_kj_mol": 188.9,
  "e_tot_ev": -15143.3099
}


14.
{
  "formula": "CH3IN5",
  "method": "ωB97M-V/def2-TZVPD",
  "species": ["N", "N", "N", "C", "N", "N", "I", "H", "H", "H"],
  "positions_angstrom": [[0.33108, 1.68953, 0.03050], [0.22207, 0.44197, -0.09584], [1.17605, -0.42145, -0.14037], [0.63304, -1.65546, -0.04137], [-0.69265, -1.69655, 0.07737], [-0.97599, -0.25458, 0.07083], [-2.76978, 0.47638, 0.00367], [-0.54024, 2.14430, 0.02796], [1.29673, 1.86703, 0.23588], [1.31970, -2.59118, -0.16862]],
  "forces_ev_per_angstrom": [[1.4, 1.2, -0.3], [-2.9, -7.7, 0.6], [0.9, 1.0, -0.2], [0.0, -1.8, -0.5], [1.2, 3.9, -0.4], [3.2, -2.6, -0.1], [-1.7, 0.8, 0.0], [-0.6, 1.7, 0.2], [0.1, 1.6, 0.2], [-1.6, 2.0, 0.5]],
  "e_homo_ev": -14.57,
  "charge": 1,
  "lumo_ha": -0.1899,
  "e_above_lowest_kj_mol": 42.5,
  "e_tot_ev": -16624.9712
}


15.
{
  "formula": "CH3IO",
  "method": "ωB97M-V/def2-TZVPD",
  "species": ["C", "O", "I", "H", "H", "H"],
  "positions_angstrom": [[-1.41766, -0.04473, 0.00358], [2.04590, -0.78233, 0.00616], [-1.90067, 1.61160, -1.07211], [-2.14870, -0.11942, 0.82533], [1.09521, -0.72718, -0.13431], [2.32591, 0.06207, 0.37135]],
  "forces_ev_per_angstrom": [[0.5, -0.1, -0.1], [0.3, -0.1, 0.0], [-0.1, -0.1, 0.2], [-0.2, 0.3, -0.1], [-0.2, 0.2, 0.1], [-0.2, 0.0, 0.0]],
  "e_homo_ev": -9.27,
  "charge": 0,
  "lumo_ha": -0.0612,
  "e_above_lowest_kj_mol": 310.0,
  "e_tot_ev": -11229.8219
}


16.
{
  "formula": "CH3IO3S",
  "method": "ωB97M-V/def2-TZVPD",
  "species": ["C", "O", "O", "O", "S", "I", "H", "H", "H"],
  "positions_angstrom": [[-1.42217, -0.15426, 0.11138], [0.88978, 1.32797, -0.99581], [-0.45468, 0.35476, 1.04924], [1.57025, -0.72961, 0.38517], [0.97616, 0.88273, 0.35009], [3.37671, -0.55655, -0.39507], [-1.47642, -1.18809, 0.29197], [-1.13361, -0.20659, -0.93958], [-2.32602, 0.26964, 0.14262]],
  "forces_ev_per_angstrom": [[3.3, -2.1, -0.9], [-0.9, -0.2, -1.2], [0.6, 1.2, -1.9], [-0.3, 1.4, -0.6], [-0.4, -1.2, 3.2], [0.7, -0.6, -0.1], [-0.5, -1.4, 0.8], [0.6, 0.9, 0.0], [-3.2, 2.0, 0.7]],
  "e_homo_ev": -9.86,
  "charge": 0,
  "lumo_ha": -0.0312,
  "e_above_lowest_kj_mol": 121.1,
  "e_tot_ev": -26161.4757
}


17.
{
  "formula": "CH3IOP2",
  "method": "ωB97M-V/def2-TZVPD",
  "species": ["O", "P", "I", "P", "C", "H", "H", "H"],
  "positions_angstrom": [[0.21113, -0.99350, -2.02062], [0.92491, -1.32770, -0.09024], [-0.26502, -3.47484, 0.41497], [2.01622, -0.02523, 1.13286], [0.12982, -0.20371, 1.06125], [-0.43061, -1.58658, -2.12699], [-0.21550, -0.76322, 1.88479], [-0.42618, 0.69585, 0.53319]],
  "forces_ev_per_angstrom": [[5.9, 3.5, 4.4], [-1.8, 0.6, -2.8], [0.7, 0.6, -0.4], [-0.1, -0.8, -0.9], [0.1, 2.1, -2.3], [-4.3, -4.1, -0.5], [-1.3, 0.1, 0.9], [0.8, -2.1, 1.5]],
  "e_homo_ev": -8.43,
  "charge": 0,
  "lumo_ha": -0.0819,
  "e_above_lowest_kj_mol": 289.0,
  "e_tot_ev": -29808.2831
}


18.
{
  "formula": "CH3IOS2",
  "method": "ωB97M-V/def2-TZVPD",
  "species": ["C", "O", "S", "S", "I", "H", "H", "H"],
  "positions_angstrom": [[-1.03633, 0.61541, -0.18398], [0.27204, 0.40159, -0.70240], [2.87878, -0.16997, -0.54610], [1.26593, -0.11336, 0.44035], [0.59152, -2.49193, 1.06917], [-1.71338, -0.23470, -0.66807], [-1.28248, 1.62329, -0.36561], [-0.97608, 0.36966, 0.95664]],
  "forces_ev_per_angstrom": [[-0.9, -3.8, 1.4], [-0.3, -0.2, -0.1], [0.3, -0.2, 0.4], [1.4, 0.1, -0.3], [-0.2, 0.1, -0.2], [1.1, 2.2, 1.0], [-0.7, 1.0, -0.3], [-0.6, 0.7, -1.8]],
  "e_homo_ev": -8.92,
  "charge": 0,
  "lumo_ha": -0.0530,
  "e_above_lowest_kj_mol": 101.3,
  "e_tot_ev": -32902.7693
}


19.
{
  "formula": "CH3IS",
  "method": "ωB97M-V/def2-TZVPD",
  "species": ["C", "S", "I", "H", "H", "H"],
  "positions_angstrom": [[0.44840, 1.32365, -0.22032], [-1.16192, -2.21077, 0.33771], [-1.34668, 0.45753, 0.00795], [0.84882, 1.26336, -1.27328], [1.01205, 1.09735, 0.67851], [0.19932, -1.93111, 0.46943]],
  "forces_ev_per_angstrom": [[1.5, -0.4, -1.1], [1.5, -1.5, 0.4], [-2.0, 1.5, -0.3], [-0.3, 0.4, 1.6], [0.6, 0.5, -0.5], [-1.2, -0.4, -0.1]],
  "e_homo_ev": [-7.34, -8.80],
  "multiplicity": 3,
  "charge": 0,
  "lumo_ha": [0.0143, -0.0804],
  "s_squared": 2.008,
  "e_above_lowest_kj_mol": 46.1,
  "e_tot_ev": -20017.1895
}


20.
{
  "formula": "CH3MgO2Ru",
  "method": "ωB97M-V/def2-TZVPD",
  "species": ["O", "C", "O", "H", "H", "Ru", "Mg", "H"],
  "positions_angstrom": [[0.56660, -1.21537, 0.47872], [0.92817, -0.28847, -0.47970], [0.06632, 0.82641, -0.38562], [0.89802, -0.71987, -1.50563], [1.95923, 0.09532, -0.31248], [-0.93895, -0.17567, 1.06353], [-1.34504, 1.84231, -1.24922], [-2.13434, -0.36467, 2.39038]],
  "forces_ev_per_angstrom": [[1.0, -0.6, -0.7], [2.0, -0.6, -1.0], [-0.4, 1.6, -1.1], [-0.2, 0.1, 0.4], [-0.4, -0.3, 0.1], [-3.0, -0.2, 3.1], [0.4, -0.3, 0.1], [0.7, 0.2, -0.9]],
  "e_homo_ev": [-7.72, -8.30],
  "multiplicity": 6,
  "charge": 0,
  "lumo_ha": [-0.0120, -0.0759],
  "s_squared": 8.768,
  "e_tot_ev": -13202.4100
}